[1]
{
  "formula": "C41H39BClN10O7PS2W",
  "method": "the ωB97M-V functional and the def2-TZVPD basis",
  "gap_ev": [7.41, 4.72],
  "e_tot_ha": -4349.61622,
  "multiplicity": 4,
  "e_above_lowest_kcal_mol": 37.37,
  "charge": 1,
  "symbols": ["W", "C", "C", "C", "C", "N", "N", "B", "N", "C", "C", "C", "C", "N", "N", "C", "C", "C", "C", "N", "N", "C", "C", "C", "C", "N", "H", "H", "H", "H", "H", "H", "H", "H", "H", "H", "H", "H", "H", "H", "H", "H", "H", "H", "H", "H", "O", "Cl", "O", "O", "O", "S", "P", "S", "C", "C", "C", "C", "C", "C", "C", "C", "C", "C", "C", "C", "H", "H", "H", "H", "H", "H", "H", "H", "H", "H", "N", "C", "C", "C", "C", "C", "N", "C", "H", "H", "H", "H", "O", "C", "C", "C", "C", "C", "C", "C", "O", "O", "H", "H", "H", "H", "H"],
  "xyz": [[-0.269, 0.253, -0.015], [-3.927, 0.215, -1.323], [-3.512, 0.695, 0.031], [-4.384, 1.242, 0.968], [-3.656, 1.372, 2.130], [-2.407, 0.947, 1.900], [-2.300, 0.545, 0.600], [-1.377, 0.408, 2.936], [-0.007, 1.121, 2.831], [0.613, 1.783, 3.811], [1.901, 2.043, 3.416], [2.029, 1.498, 2.141], [3.300, 1.515, 1.363], [0.852, 0.931, 1.785], [-1.117, -1.063, 2.544], [-1.511, -2.197, 3.131], [-0.895, -3.255, 2.507], [-0.135, -2.693, 1.483], [0.749, -3.443, 0.547], [-0.289, -1.357, 1.498], [-1.879, 0.615, 4.350], [-1.802, -0.129, 5.485], [-2.178, 0.660, 6.537], [-2.465, 1.921, 5.965], [-2.868, 3.184, 6.648], [-2.276, 1.878, 4.659], [-4.978, 0.454, -1.465], [-3.806, -0.866, -1.370], [-3.370, 0.651, -2.147], [-5.425, 1.470, 0.822], [-3.944, 1.742, 3.096], [0.110, 2.038, 4.727], [2.666, 2.547, 3.980], [3.959, 2.272, 1.785], [3.138, 1.753, 0.321], [3.798, 0.548, 1.425], [-2.222, -2.193, 3.938], [-0.992, -4.300, 2.744], [1.514, -3.968, 1.120], [1.235, -2.783, -0.162], [0.172, -4.195, 0.005], [-1.475, -1.154, 5.490], [-2.246, 0.381, 7.575], [-3.205, 2.980, 7.662], [-3.661, 3.684, 6.093], [-2.019, 3.867, 6.695], [0.098, 4.206, -1.253], [0.638, 3.304, -0.306], [1.440, 3.938, 0.660], [-0.478, 2.580, 0.360], [1.364, 2.245, -0.979], [2.874, 1.554, -3.357], [3.269, -0.167, -2.395], [2.151, -0.577, -0.733], [5.018, -0.173, -1.894], [5.443, -0.825, -0.743], [6.800, -0.901, -0.468], [7.722, -0.337, -1.337], [7.292, 0.310, -2.487], [5.939, 0.395, -2.769], [3.156, -1.611, -3.495], [3.397, -2.856, -2.920], [3.413, -3.980, -3.724], [3.196, -3.859, -5.092], [2.950, -2.618, -5.653], [2.928, -1.481, -4.858], [4.717, -1.261, -0.069], [7.136, -1.409, 0.426], [8.779, -0.397, -1.117], [8.011, 0.746, -3.168], [5.602, 0.908, -3.662], [3.560, -2.939, -1.853], [3.596, -4.951, -3.283], [3.216, -4.740, -5.720], [2.771, -2.524, -6.716], [2.722, -0.513, -5.299], [0.381, 0.161, -6.412], [-0.114, 0.664, -5.506], [-0.713, 1.253, -4.349], [-1.499, 2.403, -4.418], [-2.018, 2.885, -3.234], [-1.741, 2.237, -2.047], [-0.947, 1.150, -1.962], [-0.460, 0.677, -3.115], [-1.692, 2.885, -5.366], [-2.634, 3.772, -3.214], [-2.181, 2.599, -1.132], [0.154, -0.207, -3.062], [0.455, -2.826, -3.135], [-0.666, -3.576, -3.076], [-0.802, -4.594, -4.017], [-1.913, -5.412, -4.003], [-2.902, -5.249, -3.036], [-2.779, -4.238, -2.108], [-1.674, -3.381, -2.113], [-1.634, -2.302, -1.100], [-2.456, -2.216, -0.210], [-0.643, -1.408, -1.249], [0.411, -2.182, -2.405], [-0.014, -4.719, -4.748], [-2.014, -6.189, -4.750], [-3.757, -5.911, -3.013], [-3.537, -4.078, -1.352]],
  "lowdin_charge": [1.692, 0.008, -0.298, 0.019, -0.011, 0.045, -0.051, -0.646, 0.035, -0.010, 0.014, -0.311, -0.063, -0.065, 0.047, -0.028, 0.016, -0.302, -0.016, -0.031, -0.013, -0.069, -0.008, -0.345, -0.025, 0.094, 0.096, 0.078, 0.059, 0.117, 0.120, 0.128, 0.120, 0.097, 0.024, 0.066, 0.126, 0.121, 0.100, -0.013, 0.100, 0.107, 0.106, 0.078, 0.079, 0.081, -0.253, 0.712, -0.227, -0.429, -0.518, 0.610, 0.296, 0.477, -0.380, -0.108, -0.060, -0.059, -0.059, -0.097, -0.391, -0.106, -0.059, -0.062, -0.058, -0.101, 0.074, 0.112, 0.113, 0.113, 0.087, 0.099, 0.114, 0.112, 0.114, 0.064, 0.206, -0.165, -0.182, 0.046, -0.003, -0.145, -0.053, -0.084, 0.139, 0.133, 0.117, 0.092, 0.045, -0.240, 0.001, -0.060, -0.075, -0.012, -0.073, -0.527, 0.067, -0.313, 0.036, 0.117, 0.111, 0.106, 0.122]
}

[2]
{
  "formula": "C41H39BrIKN4O2P2S2Se2",
  "method": "the ωB97M-V functional and the def2-TZVPD basis",
  "gap_ev": 4.50,
  "e_tot_ha": -11709.06562,
  "multiplicity": 1,
  "e_above_lowest_kcal_mol": 0.00,
  "charge": -2,
  "symbols": ["K", "Se", "P", "C", "C", "C", "C", "C", "C", "C", "C", "C", "C", "C", "C", "C", "C", "N", "N", "N", "P", "Se", "C", "C", "C", "C", "C", "C", "C", "C", "C", "C", "C", "C", "H", "H", "H", "H", "H", "H", "H", "H", "H", "H", "H", "H", "H", "H", "H", "H", "H", "H", "H", "H", "C", "C", "S", "C", "C", "S", "H", "H", "H", "H", "H", "H", "O", "C", "O", "C", "N", "C", "C", "C", "H", "H", "H", "H", "H", "H", "H", "H", "H", "Br", "C", "C", "C", "C", "C", "C", "I", "H", "H", "H", "H"],
  "xyz": [[1.108, 2.479, 0.228], [-0.808, -5.208, -1.201], [-1.283, -3.187, -0.730], [-2.564, -2.510, -1.824], [-2.707, -1.135, -1.976], [-3.752, -0.629, -2.735], [-4.644, -1.492, -3.353], [-4.495, -2.867, -3.209], [-3.458, -3.378, -2.444], [-1.980, -3.007, 0.942], [-2.584, -1.803, 1.307], [-3.186, -1.684, 2.549], [-3.166, -2.750, 3.438], [-2.544, -3.939, 3.086], [-1.959, -4.072, 1.834], [0.082, -2.027, -0.839], [1.025, -1.416, 0.014], [1.778, -0.623, -0.777], [1.347, -0.754, -2.015], [0.332, -1.585, -2.085], [1.555, -1.451, 1.733], [3.268, -0.236, 2.091], [0.218, -0.870, 2.813], [0.039, -1.390, 4.090], [-0.779, -0.731, 4.997], [-1.407, 0.452, 4.639], [-1.266, 0.953, 3.351], [-0.467, 0.284, 2.437], [1.906, -3.168, 2.212], [1.534, -4.244, 1.420], [1.805, -5.544, 1.827], [2.457, -5.773, 3.027], [2.858, -4.698, 3.813], [2.592, -3.402, 3.406], [-2.032, -0.431, -1.504], [-3.846, 0.447, -2.820], [-5.456, -1.096, -3.952], [-5.186, -3.544, -3.697], [-3.325, -4.446, -2.333], [-2.577, -0.946, 0.640], [-3.646, -0.744, 2.825], [-3.623, -2.645, 4.415], [-2.517, -4.768, 3.783], [-1.498, -5.004, 1.530], [0.538, -2.304, 4.385], [-0.916, -1.143, 5.990], [-2.025, 0.977, 5.358], [-1.768, 1.858, 3.031], [-0.451, 0.643, 1.411], [1.048, -4.096, 0.467], [1.492, -6.363, 1.191], [2.668, -6.787, 3.347], [3.388, -4.870, 4.742], [2.936, -2.559, 3.993], [-3.887, 2.311, 1.160], [-2.562, 2.904, 0.701], [-1.787, 1.948, -0.580], [-2.102, 4.081, 1.191], [-2.881, 4.853, 2.236], [-0.629, 4.938, 0.702], [-3.877, 1.233, 0.990], [-4.728, 2.713, 0.581], [-4.107, 2.482, 2.218], [-3.864, 4.434, 2.461], [-3.020, 5.882, 1.895], [-2.306, 4.917, 3.167], [5.894, 1.736, 0.304], [4.803, 2.230, -0.288], [4.326, 3.300, 0.002], [4.287, 1.356, -1.415], [4.797, -0.007, -1.273], [4.840, -0.556, -2.631], [5.432, 0.596, -3.435], [4.811, 1.847, -2.789], [3.196, 1.377, -1.406], [4.150, -0.526, -0.681], [5.968, 0.827, -0.078], [3.833, -0.798, -2.989], [5.451, -1.460, -2.660], [5.203, 0.521, -4.498], [6.518, 0.607, -3.320], [3.981, 2.235, -3.375], [5.540, 2.651, -2.676], [1.552, 3.722, -6.403], [0.543, 4.520, -4.999], [0.158, 5.843, -5.169], [-0.557, 6.480, -4.165], [-0.889, 5.795, -3.006], [-0.520, 4.468, -2.853], [0.209, 3.820, -3.846], [0.782, 1.851, -3.443], [0.430, 6.364, -6.076], [-0.842, 7.518, -4.292], [-1.415, 6.272, -2.189], [-0.788, 3.943, -1.939]],
  "lowdin_charge": [0.334, 0.261, 0.574, -0.339, -0.110, -0.065, -0.096, -0.104, -0.118, -0.323, -0.067, -0.079, -0.094, -0.090, -0.116, -0.433, -0.409, -0.054, -0.155, 0.008, 0.590, 0.344, -0.344, -0.086, -0.096, -0.083, -0.050, -0.107, -0.335, -0.097, -0.082, -0.096, -0.092, -0.133, 0.010, 0.098, 0.093, 0.091, 0.051, 0.088, 0.104, 0.099, 0.095, 0.051, 0.093, 0.097, 0.100, 0.102, 0.025, 0.014, 0.095, 0.093, 0.096, 0.078, -0.181, -0.821, 0.428, -0.861, -0.193, 0.325, 0.027, 0.067, 0.045, 0.039, 0.045, 0.054, 0.081, -0.537, 0.083, -0.277, -0.034, -0.202, -0.165, -0.107, 0.070, 0.047, 0.095, 0.100, 0.108, 0.103, 0.101, 0.072, 0.115, 0.643, -0.740, -0.169, -0.102, -0.079, -0.172, -0.708, 1.024, 0.083, 0.093, 0.092, -0.022]
}